Record 1
DFT (wB97M-V/def2-TZVPD) results for 2 unconnected molecules or ions with the total composition C3H5ClFO4S.

Total energy (eV): -37458.4487
Net charge: -1
Energy above the lowest of the compared OMol25 structures with the same formula, charge and spin (eV): 0.636
Frontier orbital gap (eV): 9.3278

Each line ends with the Mulliken charge.
Cartesian coordinates (Å):
C: -1.537 0.562 -0.418  -1.015
C: -0.584 1.098 0.522  -0.025
C: 0.530 0.234 0.983  0.536
O: 0.916 -0.162 -1.717  -0.682
O: 1.607 -2.054 -0.252  -0.631
O: 2.839 0.017 -0.313  -0.623
O: 0.903 -0.092 2.085  -0.546
F: -0.623 -2.221 0.438  -0.669
S: 1.543 -0.525 -0.456  1.133
Cl: 0.390 2.563 -0.254  -0.199
H: -2.426 1.209 -0.561  0.368
H: -0.950 0.281 -1.389  0.295
H: -2.172 -0.287 -0.108  0.242
H: -0.967 1.759 1.304  0.380
H: 0.530 -2.381 0.136  0.437

Atoms 1-2, force components in eV/Å:
-1.9598 -1.1633 -3.0278
1.0251 2.9166 1.3503

---

Record 2
DFT (wB97M-V/def2-TZVPD) results for 2 unconnected molecules or ions with the total composition C4H10N.

Total energy (eV): -5788.3645
Net charge: +1
Energy above the lowest of the compared OMol25 structures with the same formula, charge and spin (eV): 5.493
Frontier orbital gap (eV): 7.6177

Each line ends with the Mulliken charge.
Cartesian coordinates (Å):
C: -1.010 -0.008 -0.187  -0.301
N: -0.045 0.824 0.379  0.048
C: 1.244 0.319 0.213  -0.391
C: 1.032 -1.249 0.286  -0.529
C: -0.359 -1.386 -0.402  -0.490
H: -1.902 0.001 0.447  0.334
H: -1.302 0.378 -1.183  0.314
H: -3.341 6.499 -0.622  -0.019
H: -3.888 6.971 -0.711  0.019
H: 1.823 0.698 1.058  0.345
H: 1.781 0.562 -0.720  0.325
H: 1.686 -2.009 -0.123  0.377
H: 0.936 -1.443 1.355  0.299
H: -0.975 -2.209 -0.052  0.344
H: -0.215 -1.504 -1.476  0.325

Atoms 1-2, force components in eV/Å:
0.6635 -1.4670 1.0516
-0.0629 0.9458 -1.6799

---

Record 3
DFT (wB97M-V/def2-TZVPD) results for a molecular structure, C12H8ClNO3STi.

Total energy (eV): -66659.4490
Net charge: +2
Energy above the lowest of the compared OMol25 structures with the same formula, charge and spin (eV): 4.647
Frontier orbital gap (eV): 6.9964

Each line ends with the Mulliken charge.
Cartesian coordinates (Å):
Ti: -2.041 0.208 1.907  1.514
O: -2.339 -0.757 0.429  -0.833
N: -1.845 -0.993 -0.793  0.500
C: -2.454 -1.974 -1.489  -0.185
C: -2.079 -2.292 -2.776  -0.713
C: -1.057 -1.568 -3.375  -0.438
C: -0.427 -0.572 -2.638  -0.529
C: -0.817 -0.294 -1.334  0.750
S: 0.073 1.148 -0.538  0.111
H: -3.259 -2.488 -0.973  0.444
H: -2.594 -3.086 -3.297  0.441
H: -0.763 -1.766 -4.395  0.465
H: 0.369 0.000 -3.093  0.510
Cl: 4.157 2.808 1.372  -0.124
C: 2.752 1.822 1.307  0.335
C: 2.738 0.877 0.204  -0.081
C: 1.721 0.426 -0.532  -0.708
C: -0.383 1.031 1.199  0.923
O: -1.558 1.779 1.417  -0.533
C: 0.610 1.053 2.308  -0.354
C: 0.123 0.337 3.371  -0.074
O: -1.048 -0.291 3.249  -0.682
C: 1.840 1.828 2.303  -0.720
H: 3.716 0.462 -0.022  0.426
H: 1.877 -0.305 -1.308  0.558
H: 0.657 0.187 4.309  0.508
H: 2.030 2.420 3.190  0.491

Atoms 1-2, force components in eV/Å:
-2.6303 -0.4978 0.4034
-0.0997 -1.1187 -1.8635